Computed, not measured: a cluster of 3 separate species, C30H56BrCl2FO14S4 in total in a non-equilibrium geometry, with ωB97M-V/def2-TZVPD.

The geometry in XYZ format:
```
108
Properties=species:S:1:pos:R:3:forces:R:3
C 7.719217 3.245897 1.517512 -0.346 0.151 0.039
C 6.427830 2.403747 1.601105 0.681 -0.046 0.231
C 6.666085 0.883874 1.631922 -0.148 0.280 0.216
C 5.550892 0.165717 2.404476 -0.194 -0.007 -0.887
C 5.273415 -1.270748 1.940410 0.030 -0.258 0.188
C 3.774106 -1.587626 1.916412 0.033 0.785 -0.220
C 3.128283 -0.916670 0.677158 -0.090 -0.665 0.767
C 1.666528 -0.570055 0.949041 0.118 -0.068 -0.395
C 0.810975 0.181870 -0.133229 0.068 -0.050 0.701
C 1.368511 0.019726 -1.564583 -0.367 0.026 -0.196
Br 2.972743 1.108938 -1.900970 0.044 -0.130 -0.031
C 0.397486 0.187434 -2.761287 0.387 0.203 -0.512
C 0.516044 1.425894 -3.655857 -0.484 -0.151 -0.218
C 0.641479 1.621147 0.364869 0.755 -0.036 0.021
C 1.901349 2.389558 0.873066 -0.239 0.714 -0.010
F 2.103711 3.486456 0.041484 0.069 -0.004 -0.131
C 1.720342 2.947689 2.288548 0.290 0.018 0.071
C 2.543093 2.256175 3.373883 -0.296 0.086 0.326
O 0.039430 2.412214 -0.670690 -0.422 -0.549 -0.188
S -1.522546 2.182819 -0.834556 -0.827 0.874 -0.380
O -1.869235 2.284832 -2.214772 0.492 -0.030 0.164
O -2.174599 3.092834 0.062187 0.236 -0.293 0.241
C -1.859663 0.446963 -0.238491 -0.206 0.046 0.830
Cl -3.002616 -0.247426 -1.420218 0.084 -0.046 -0.267
C -2.653803 0.616951 1.085308 -0.136 -0.742 -0.264
C -4.120161 1.026148 0.932437 0.307 0.474 0.818
O -4.544220 1.562035 2.183325 -0.028 -0.082 -0.392
C -5.180174 2.827333 2.119994 -0.118 0.320 0.561
C -4.240027 3.973901 2.492045 -0.313 0.177 -0.013
C -0.607120 -0.471197 0.026921 -0.006 -0.165 -0.783
C -0.677310 -1.849685 -0.662699 0.144 -0.064 0.482
C -1.624584 -2.854686 0.016285 0.447 -0.083 -0.372
C -0.950784 -3.626949 1.169871 -0.860 0.181 0.075
C -1.395034 -3.173831 2.561670 0.967 -0.209 -0.049
S -3.061182 -3.682980 2.937804 -0.827 0.535 -0.298
O -3.653813 -4.388003 1.845712 0.291 -0.284 -0.025
O -3.782636 -2.566992 3.467310 0.202 -0.023 0.313
Cl -2.787460 -5.036446 4.437300 0.020 0.010 0.025
H 7.821514 3.735628 0.551456 0.137 -0.110 -0.111
H 8.608628 2.651000 1.712815 0.071 -0.047 -0.049
H 7.692647 4.044335 2.258626 0.070 0.038 0.019
H 5.920994 2.666832 2.530949 -0.187 0.074 -0.059
H 5.788561 2.670205 0.760708 -0.300 -0.058 0.106
H 7.636123 0.702306 2.096035 0.065 -0.178 -0.036
H 6.702986 0.496342 0.613450 0.115 -0.048 -0.057
H 5.733316 0.204048 3.477157 -0.045 0.048 0.101
H 4.640594 0.741785 2.205207 -0.021 0.011 0.198
H 5.647911 -1.407542 0.923515 0.140 -0.030 -0.014
H 5.804313 -1.985629 2.570846 0.048 -0.038 -0.002
H 3.595942 -2.661067 1.919542 -0.123 -0.069 0.096
H 3.316324 -1.129962 2.799041 -0.011 -0.321 0.227
H 3.151507 -1.659473 -0.120334 0.264 0.261 -0.343
H 3.745116 -0.066377 0.417760 -0.094 0.122 -0.262
H 1.190288 -1.531693 1.147013 -0.078 -0.039 0.047
H 1.586235 -0.029536 1.895817 -0.015 0.117 -0.003
H 1.750091 -0.993472 -1.618286 0.134 -0.009 0.005
H 0.597149 -0.652951 -3.425986 -0.170 -0.040 0.224
H -0.646507 0.105827 -2.474521 0.095 -0.013 0.280
H -0.404927 1.477005 -4.241576 0.014 0.026 0.014
H 1.324377 1.324000 -4.375660 0.254 0.106 0.169
H 0.580395 2.360738 -3.109574 0.202 0.020 0.001
H -0.018818 1.573550 1.233150 -0.208 0.050 -0.034
H 2.811548 1.801786 0.793658 -0.081 -0.249 0.069
H 2.042278 3.987240 2.244091 -0.030 0.061 -0.050
H 0.666944 2.977051 2.566677 -0.090 -0.079 -0.044
H 3.584649 2.571132 3.361793 0.067 -0.086 -0.174
H 2.144911 2.536526 4.349799 0.045 0.000 0.054
H 2.507065 1.168168 3.328856 0.023 -0.042 -0.076
H -2.645800 -0.362955 1.570835 0.052 -0.006 0.053
H -2.150508 1.303621 1.760420 0.045 0.157 -0.067
H -4.734889 0.154416 0.741412 -0.070 -0.079 -0.399
H -4.220178 1.765829 0.142391 -0.204 -0.034 -0.096
H -5.652224 2.998861 1.151640 0.065 -0.110 -0.142
H -5.987243 2.801271 2.854701 -0.029 -0.155 0.010
H -3.443236 3.595947 3.128426 0.137 -0.026 -0.070
H -4.782229 4.717693 3.078489 -0.048 0.041 -0.029
H -3.835287 4.486346 1.623562 0.266 -0.155 -0.030
H -0.676285 -0.689982 1.092421 0.019 0.250 0.110
H -0.878155 -1.759018 -1.722699 -0.159 0.015 -0.022
H 0.321720 -2.283353 -0.585403 0.078 -0.008 -0.157
H -1.920605 -3.583495 -0.737051 -0.124 0.016 -0.024
H -2.542036 -2.365593 0.337310 -0.087 -0.030 0.077
H 0.131950 -3.537940 1.117646 0.106 -0.050 0.018
H -1.213680 -4.679987 1.082878 0.214 -0.099 -0.024
H -1.355613 -2.095287 2.699711 -0.287 0.076 -0.024
H -0.736958 -3.606905 3.313937 -0.175 -0.053 0.130
O -7.829144 -2.367338 -1.972914 0.008 0.074 -0.135
S -8.230815 -1.718103 -0.778375 0.128 -0.127 0.246
O -9.246383 -0.730786 -0.781220 -0.122 0.004 -0.084
O -6.922657 -1.142576 -0.058221 0.019 -0.209 -0.066
C -6.808382 -1.673873 1.270487 -0.091 0.071 0.413
C -7.471432 -3.031181 1.191788 0.330 -0.210 -0.181
O -8.598668 -2.814928 0.327690 -0.047 0.240 0.089
H -7.333527 -1.012464 1.962039 0.014 0.019 -0.025
H -5.762114 -1.741499 1.558086 0.051 0.058 -0.161
H -7.807775 -3.393799 2.158221 -0.215 0.041 -0.052
H -6.815737 -3.772699 0.731129 0.026 0.015 0.030
O 1.079303 -1.676427 -5.228303 0.107 -0.146 -0.012
S 1.980582 -1.812701 -6.317245 -0.097 0.194 -0.193
O 3.141067 -2.616014 -6.212936 0.010 -0.145 0.076
O 2.375759 -0.345886 -6.811581 -0.179 -0.031 0.041
C 2.056785 -0.180493 -8.200650 0.156 -0.083 -0.251
C 0.869184 -1.095356 -8.418818 -0.250 0.224 0.073
O 1.172850 -2.251740 -7.623626 0.242 0.018 -0.057
H 2.918614 -0.488144 -8.795292 -0.019 -0.007 -0.008
H 1.827226 0.862598 -8.398018 0.010 0.040 0.181
H 0.746311 -1.390398 -9.456480 0.054 -0.182 0.040
H -0.056501 -0.650319 -8.049113 0.017 0.019 -0.012
```
Forces are in eV/Å.

The HOMO energy is -0.353 Eh. Its SMILES is CCCCCCCC[C@]1([C@H](Br)CC)[C@@H]([C@@H](F)CC)OS(=O)(=O)[C@](Cl)(CCOCC)[C@H]1CCCCS(=O)(=O)Cl.O=S1(=O)OCCO1.O=S1(=O)OCCO1. The calculation puts the orbital gap at 9.534 eV. Its multiplicity is 1. For the lowest unoccupied orbital energy, the calculation gives -0.00233 hartree.

Results of the Löwdin charge analysis, in e, for atoms 1 through 6: -0.10, -0.25, -0.21, -0.21, -0.21, -0.19